Entry 1:
The molecule C7H10. Source: the OMol25 dataset; level of theory: ωB97M-V with the def2-TZVPD basis set.

E_LUMO   1.19 eV
HOMO   -0.3417 Ha
Kohn-Sham gap   10.483 eV
Total energy   -272.622845 Ha

Cartesian coordinates (Å):
1 H -2.2270 -1.0072 -1.0116
2 H 2.4248 1.0577 1.3321
3 H 1.7472 1.3738 -0.3408
4 C 0.6210 -0.9372 -0.8372
5 H -1.7667 1.4134 -1.5095
6 H 0.2861 -1.9796 -0.9040
7 C -1.5242 1.0151 -0.5266
8 H -2.4826 -0.5653 0.7474
9 C -1.9288 -0.3850 -0.1678
10 H 0.1198 0.2102 2.0645
11 C 1.7296 0.7528 0.5551
12 H -1.6566 1.7569 0.2649
13 C 1.5009 -0.7141 0.3949
14 H 1.0712 -0.6492 -1.7938
15 C 0.4312 0.1505 1.0257
16 H 2.1300 -1.4580 0.8775
17 C -0.4760 -0.0348 -0.1706

Atomic forces in eV per Å
H 0.0 0.1 0.2
H -0.1 -0.1 -0.1
H -0.1 0.0 0.2
C -0.1 0.0 -0.2
H 0.4 -0.3 0.0
H -0.1 0.3 0.0
C 0.2 0.1 -0.1
H 0.1 0.0 0.0
C -0.1 -0.2 0.1
H 0.0 0.0 -0.1
C 0.1 0.2 0.0
H 0.1 -0.2 -0.2
C 0.1 -0.2 0.0
H -0.2 0.1 0.1
C -0.2 0.1 0.2
H -0.2 0.1 -0.2
C 0.0 0.1 0.0

---

Entry 2:
A structure of composition C17H25N4O9P2V in a non-equilibrium geometry. Source: the OMol25 dataset; level of theory: ωB97M-V with the def2-TZVPD basis set.

2S+1   4
E_LUMO (spin up / spin down)   -4.04 / -4.05 eV
HOMO (spin up / spin down)   -0.4027 / -0.4356 Ha
Kohn-Sham gap (spin up / spin down)   6.922 / 7.804 eV
Charge   +1
Total energy   -3185.259285 Ha

Cartesian coordinates (Å):
1 H 2.3851 0.3923 -2.4517
2 C 1.1787 -1.3170 -2.6744
3 O -0.1609 3.9551 -1.2566
4 C 2.4574 -0.6782 -2.1200
5 O 1.3441 1.5006 -2.1066
6 H 0.3690 4.7688 -1.0882
7 C -2.5769 2.1053 -2.6784
8 C -1.1458 -1.2533 -2.6220
9 C -0.4784 -0.1647 2.1300
10 N 0.9090 1.8140 1.8606
11 C -1.1907 -1.0272 3.0365
12 H -3.6527 2.0226 -2.8795
13 C 0.0071 -0.1050 4.9138
14 H -2.0013 1.8337 -3.5724
15 N 0.0404 -0.8823 -2.1073
16 O 1.0587 0.7527 6.7941
17 V 0.2736 0.6366 -0.6685
18 H 3.2527 -2.8134 -0.0081
19 H -3.3928 0.2613 0.6008
20 H -2.2008 -2.4336 -4.0654
21 H -1.3763 -1.7719 5.0409
22 P -2.1346 0.9926 -1.3267
23 H -2.3150 3.1311 -2.3848
24 C 3.9170 0.1440 0.2577
25 C -0.0283 -2.5630 -4.3106
26 H 2.2358 -2.2715 1.3871
27 H -3.2328 -0.6913 -2.6437
28 H 1.4512 -2.8167 -0.1195
29 C -3.3962 1.1493 -0.0501
30 C -2.3795 -0.7090 -1.9425
31 H 0.2984 3.4049 -1.8876
32 H 2.1557 -2.4031 -4.2191
33 C 1.1864 -2.1347 -3.8028
34 O -2.3191 -3.0426 3.1397
35 H 2.1333 2.1211 -2.0390
36 H -3.1549 2.0359 0.5519
37 P 2.3844 -0.6160 -0.2809
38 O -0.0462 2.1002 0.7649
39 H 0.4067 2.8363 0.2795
40 H 1.3357 1.5537 4.4990
41 H -4.3843 1.2736 -0.5146
42 H 3.7098 0.6751 1.1987
43 H 4.2841 0.8688 -0.4845
44 C 2.3297 -2.2992 0.2893
45 N 0.2563 -0.0889 6.3370
46 H -2.6411 -1.3229 -1.0540
47 H 4.6655 -0.6447 0.4226
48 O -0.5133 -0.4288 0.8779
49 C -0.8978 -1.0436 4.3916
50 H -0.0582 -3.2234 -5.1599
51 C 0.6368 0.8353 4.0820
52 C -1.2086 -2.1295 -3.7067
53 O -2.7842 -1.7265 1.4454
54 N -2.1564 -1.9845 2.4907
55 O 1.7859 2.6096 2.1373
56 H 3.3688 -1.1550 -2.4559
57 C 0.3409 0.8902 2.6956
58 O -0.3311 -0.9234 7.0576

Atomic forces in eV per Å
H 0.6 -1.6 0.1
C 1.1 0.6 -0.2
O 0.2 1.0 1.1
C 0.2 -1.2 -0.3
O -0.6 2.8 1.3
H -0.5 -0.8 -0.5
C -0.1 0.1 -0.1
C -0.2 -0.4 -0.1
C -0.1 -0.2 0.5
N -0.2 -0.7 -0.2
C 0.8 0.8 0.0
H 0.2 0.1 -0.1
C -0.2 0.0 -1.5
H -0.1 0.1 0.2
N 0.2 -0.2 -0.2
O -1.4 -1.4 -1.2
V -0.5 -0.2 -0.2
H -0.3 -0.1 0.2
H 0.1 0.3 -0.3
H 0.6 0.1 0.1
H 0.1 0.2 -0.1
P 0.6 -0.3 0.2
H -0.2 -0.3 -0.1
C 0.4 0.0 0.4
C -0.2 0.2 0.3
H 0.1 -0.2 -0.3
H 0.3 -0.3 0.3
H 0.2 0.2 0.1
C -0.2 0.3 0.3
C -0.5 -0.3 -0.3
H 0.5 -0.2 -0.6
H -0.4 -0.1 -0.1
C 0.2 0.1 0.6
O 0.4 2.2 -1.3
H -1.6 -0.9 0.2
H -0.2 -0.2 -0.1
P -0.7 1.0 -1.2
O 1.6 1.0 0.1
H -0.7 0.4 0.2
H -0.2 -0.1 0.0
H 0.2 0.0 0.2
H 0.3 -0.2 -0.2
H -0.1 -0.3 0.2
C 0.1 -0.5 0.5
N 0.7 -0.1 2.9
H 0.1 0.2 -0.5
H 0.0 0.4 0.0
O 0.1 0.6 -1.4
C -0.1 0.2 0.0
H -0.1 -0.1 -0.2
C -0.4 0.2 -0.5
C -0.4 0.3 0.1
O 1.1 -0.2 1.8
N -1.1 -2.1 0.0
O 0.2 0.8 -0.3
H 0.1 -0.4 -0.3
C -1.1 -2.4 2.2
O 0.9 1.5 -1.7

---

Entry 3:
A cluster of 5 separate species, C22H27Cl3F24O3 in total in a non-equilibrium geometry. Source: the OMol25 dataset; level of theory: ωB97M-V with the def2-TZVPD basis set.

E_LUMO   0.34 eV
HOMO   -0.4010 Ha
Kohn-Sham gap   11.248 eV
Total energy   -4857.593192 Ha

Cartesian coordinates (Å):
1 O -4.6084 -0.6409 -0.2314
2 C 5.8088 0.4543 3.7582
3 F -7.4674 -0.2213 -0.7392
4 H -3.8026 -0.7887 2.8841
5 C 2.0964 0.7476 -3.7772
6 C 0.3198 2.4768 -6.4286
7 F 3.9447 -2.2123 -5.2147
8 C 0.7770 1.6411 0.6199
9 H -6.1967 0.9148 1.2242
10 H 6.8130 3.6556 1.2606
11 F -3.2535 -2.0249 -1.3487
12 H -3.9183 -1.4007 6.6053
13 C 6.0115 2.9466 1.0447
14 H 1.3222 0.8042 -3.0087
15 H -4.0133 -2.4907 3.0387
16 O 1.5151 1.0992 -5.0140
17 F 5.1671 0.4561 4.9361
18 Cl 0.3079 3.0211 -0.3668
19 H -2.4637 -1.7776 1.2442
20 C -2.9002 0.2951 -1.5069
21 H 5.9038 0.5876 -0.6453
22 F 4.6050 -0.0535 -5.0930
23 F 0.9772 3.1440 -4.2530
24 H -2.2294 -4.0811 2.1811
25 F -4.7822 -0.8587 -2.4316
26 H -2.3076 -0.7215 4.8397
27 F 5.4724 3.8144 -1.0277
28 C 2.6389 -0.6742 -3.8449
29 C 1.3721 2.4464 -5.3245
30 C -3.9044 -0.8489 -1.3914
31 Cl 0.5884 0.0955 -0.2157
32 F 4.1514 1.2100 -0.0890
33 H -1.2834 -1.1801 2.3977
34 F -8.0890 0.6657 1.6640
35 H -4.9576 -0.8166 5.2976
36 H 0.2720 -4.4719 1.7470
37 H -0.5998 2.0417 -6.0182
38 F 1.5692 -1.5218 -3.9123
39 H -5.6948 -2.4114 -0.6674
40 C 5.2516 1.4455 -0.8706
41 F 0.6757 1.7027 -7.4861
42 F -3.4647 1.5224 -1.4069
43 H -0.4829 -3.3967 0.5218
44 H 5.0618 3.4362 1.2551
45 C -4.2042 -1.5567 5.5635
46 F 2.5934 2.8663 -5.7513
47 C 3.5533 -0.9085 -5.0394
48 C -2.0843 -1.9111 2.2646
49 Cl -0.1868 1.5431 2.1153
50 C -3.2737 -1.6963 3.1946
51 F 0.0103 3.7135 -6.8761
52 F 4.9291 1.4208 -2.1842
53 F 5.4766 -0.6583 3.0721
54 F 5.8345 2.7943 3.6718
55 O 6.1572 1.7237 1.7509
56 H -1.1389 -3.3821 3.4249
57 C -1.4911 -3.3073 2.3897
58 C -6.9594 -0.9149 0.3025
59 C -2.9444 -1.5961 4.6888
60 H 0.5528 -2.7408 1.7343
61 C -5.6275 -1.5798 0.0390
62 C -6.8784 0.0945 1.4605
63 F -6.4548 -0.4484 2.6263
64 H -2.2785 0.1623 -0.6070
65 H 2.8869 1.4505 -3.5094
66 H -5.3710 -2.1796 0.9194
67 C 5.4778 1.7178 2.9457
68 H 1.8047 1.8098 0.9162
69 C -0.2070 -3.5097 1.5770
70 F 7.3080 2.5733 -0.9324
71 H -4.6684 -2.5448 5.5243
72 H 6.8844 0.4032 3.9439
73 F 3.3023 -0.9987 -2.7029
74 F 4.1472 1.7736 2.7328
75 F -2.1372 0.2460 -2.6211
76 H 2.9723 -0.7457 -5.9603
77 H -2.3723 -2.4754 4.9883
78 F -7.8672 -1.8833 0.6028
79 C 6.0512 2.7137 -0.4711

Atomic forces in eV per Å
O 0.4 0.1 -0.2
C 1.1 -0.3 -0.2
F 0.4 -0.1 -0.3
H 0.1 0.1 0.1
C 0.2 0.8 0.8
C -1.6 -0.5 -0.3
F 0.4 0.6 1.2
C -0.3 -0.1 0.5
H 0.1 -0.2 -0.3
H 0.1 -0.1 0.2
F 0.0 0.0 -0.3
H -0.1 0.1 0.0
C 0.2 0.5 -0.7
H 0.2 -0.3 0.2
H 0.1 -0.2 0.0
O -0.7 0.2 -0.7
F -0.3 0.2 -0.1
Cl -0.1 -0.2 -0.1
H 0.2 0.1 -0.1
C 1.1 0.2 1.5
H 0.0 0.2 -0.4
F -0.1 -0.5 0.8
F 0.1 0.4 -0.2
H 0.0 0.0 0.0
F 0.5 -0.4 -0.1
H 0.0 0.0 0.1
F 0.4 0.0 -0.2
C 0.0 -0.3 0.4
C 1.4 -2.0 -0.2
C -1.5 0.8 -0.2
Cl 0.3 0.2 -0.2
F -0.1 1.0 -0.7
H -0.1 0.1 0.2
F -0.2 -0.4 0.0
H 0.2 0.1 -0.2
H -0.2 -0.1 -0.1
H 0.2 0.1 0.1
F 0.4 0.0 -0.4
H -0.3 0.6 -0.7
C 1.2 -1.6 0.5
F 0.4 0.4 0.3
F -0.3 -0.5 -0.4
H 0.3 -0.4 -0.1
H -0.1 -0.2 0.1
C 0.5 -0.4 0.2
F -0.5 0.8 0.3
C -1.0 -0.4 -2.8
C -0.4 -0.5 -0.5
Cl 0.1 0.3 -0.1
C -0.1 0.4 0.2
F 0.6 0.0 0.2
F -0.2 0.5 0.5
F -0.4 0.1 -0.2
F -0.2 0.2 0.3
O -0.1 -0.2 0.6
H -0.5 -0.4 0.2
C 1.4 0.4 0.9
C -0.4 0.1 0.6
C -0.4 0.0 -0.4
H -0.2 0.1 0.4
C 0.1 -1.5 0.4
C 0.2 1.2 0.1
F -0.2 -0.5 -0.2
H 0.3 0.2 -0.4
H 0.2 -0.2 0.0
H 0.1 0.6 0.4
C 0.2 -0.5 -0.5
H 0.1 -0.3 -0.1
C -0.6 0.4 -0.9
F -0.1 0.1 -0.1
H -0.2 0.1 0.0
H 0.0 0.2 0.0
F -0.1 0.4 0.0
F -0.2 0.3 0.1
F -0.5 -0.2 0.1
H -0.1 0.4 0.4
H 0.1 0.1 0.0
F 0.3 -0.1 0.1
C -1.6 -0.3 0.6

---

Entry 4:
A structure of composition C2H4N2S in a non-equilibrium geometry. Source: the OMol25 dataset; level of theory: ωB97M-V with the def2-TZVPD basis set.

2S+1   3
E_LUMO (spin up / spin down)   0.72 / -2.95 eV
HOMO (spin up / spin down)   -0.2615 / -0.3713 Ha
Kohn-Sham gap (spin up / spin down)   7.833 / 7.158 eV
Total energy   -586.156061 Ha

Cartesian coordinates (Å):
1 H 0.7714 0.3689 1.5251
2 H 1.0996 1.0884 0.0886
3 H -0.3196 -1.9430 0.5147
4 N -3.0140 0.1078 1.0590
5 N 0.4402 0.8223 0.7203
6 H 0.0811 -2.6228 0.5284
7 C -1.9549 0.5127 0.9046
8 S -0.9501 2.5201 -0.5696
9 C -0.7996 1.1507 0.4054

Atomic forces in eV per Å
H -0.1 -0.5 1.1
H 2.3 0.7 -1.9
H 0.7 -1.3 0.0
N -1.8 -0.9 0.7
N 0.7 -0.8 1.1
H -0.7 1.3 0.0
C 2.0 1.1 -1.2
S -0.2 1.2 -0.8
C -2.9 -0.8 0.9

---

Entry 5:
A structure of composition C20H18NO5W in a non-equilibrium geometry. Source: the OMol25 dataset; level of theory: ωB97M-V with the def2-TZVPD basis set.

2S+1   3
E_LUMO (spin up / spin down)   -12.87 / -13.37 eV
HOMO (spin up / spin down)   -0.6619 / -0.6552 Ha
Kohn-Sham gap (spin up / spin down)   5.142 / 4.464 eV
Charge   +3
Total energy   -1269.717814 Ha

Cartesian coordinates (Å):
1 H 1.7436 -3.9410 -0.9948
2 C 0.4001 -1.7261 1.1552
3 O -0.5305 3.5059 -0.4747
4 C 0.8116 1.3256 4.9205
5 H -1.8242 2.1712 -6.9853
6 C 1.7851 0.4733 5.4329
7 O 0.8059 0.6690 0.5240
8 H 0.4489 2.1489 5.5187
9 C -0.7594 2.7329 -4.4221
10 O -1.8648 1.1208 1.6835
11 C 0.2812 1.1150 3.6571
12 H 2.1401 -1.6043 2.8074
13 H -0.4506 1.8158 3.2910
14 C 2.2261 -0.6075 4.6860
15 C -1.0969 1.4634 -6.5726
16 H 2.2106 0.6625 6.4098
17 H 1.4053 -1.4873 -0.6994
18 C 0.2171 -0.2550 1.5021
19 H -0.1264 1.7842 -6.9600
20 C -1.2211 0.1962 1.1279
21 H -0.5762 3.7369 -2.5800
22 H 2.9898 -1.2663 5.0739
23 C -1.5588 0.5919 -2.9280
24 C 0.0496 -4.0836 1.9287
25 O -0.9928 3.3375 0.8772
26 N -1.2304 1.7587 -2.2828
27 H -1.3301 0.4691 -6.9414
28 H -0.4369 3.6047 -4.9783
29 H -1.8837 -0.2334 -2.3209
30 H 0.7697 -5.5914 0.6085
31 O -1.5774 -0.0162 -0.1280
32 C -1.5111 0.4683 -4.2822
33 C 1.7000 -0.8244 3.4200
34 C -1.1193 1.5497 -5.0897
35 C 0.6671 -4.5300 0.7997
36 C -0.8270 2.8141 -3.0692
37 H -0.6949 -2.3367 2.9593
38 C 1.1772 -3.5802 -0.1425
39 C 0.6925 0.0151 2.9071
40 H 1.7619 0.7322 0.6911
41 C -0.1216 -2.6888 2.1079
42 H -0.3388 -4.7771 2.6638
43 W -1.4206 1.9359 -0.2022
44 C 1.0018 -2.1737 0.0307
45 H -1.7921 -0.4758 -4.7298

Atomic forces in eV per Å
H -0.1 0.0 0.0
C -0.7 -0.2 0.4
O 0.5 1.0 0.0
C 0.0 -0.1 0.1
H 0.0 0.0 0.0
C 0.0 0.0 0.1
O 0.1 -0.7 0.1
H 0.1 0.1 0.0
C 0.0 0.1 -0.2
O 0.2 -0.3 -0.1
C -0.1 -0.1 0.1
H 0.0 0.0 0.0
H 0.0 0.0 0.0
C 0.0 0.1 0.0
C 0.0 0.1 0.1
H -0.1 0.0 0.0
H 0.0 0.0 -0.1
C -0.2 -0.1 0.2
H 0.0 0.0 0.0
C 0.0 -1.4 0.9
H 0.0 0.2 0.1
H 0.0 0.0 0.0
C -0.1 0.1 0.0
C -0.2 0.5 0.2
O 0.3 0.6 0.0
N -0.1 0.2 0.3
H 0.0 0.0 0.0
H 0.0 0.0 0.0
H 0.0 -0.1 0.1
H 0.1 0.1 0.0
O 0.4 -0.5 0.4
C 0.0 0.0 -0.2
C 0.0 0.0 -0.1
C 0.0 -0.1 -0.2
C 0.3 0.2 -0.5
C -0.1 -0.1 0.1
H 0.0 0.0 0.0
C -0.1 0.0 0.2
C 0.3 0.1 0.0
H 0.0 0.3 0.1
C 0.1 0.0 -0.2
H 0.0 0.1 0.0
W -1.0 0.8 -1.7
C 0.4 -0.5 -0.2
H 0.0 0.0 0.0

---

Entry 6:
The molecule C4H9NOS in a non-equilibrium geometry. Source: the OMol25 dataset; level of theory: ωB97M-V with the def2-TZVPD basis set.

E_LUMO   0.61 eV
HOMO   -0.3100 Ha
Kohn-Sham gap   9.045 eV
Total energy   -685.824616 Ha

Cartesian coordinates (Å):
1 H -0.6300 0.9435 -1.5418
2 O 1.9974 1.2240 -0.3212
3 C 1.1851 1.7647 0.6434
4 S 2.1704 -0.4269 -0.2559
5 H -0.7775 1.8387 1.4289
6 H -1.6787 2.2704 -0.6777
7 C -0.1508 1.5495 0.5107
8 H -0.8183 -2.2262 0.2044
9 H -1.8472 0.5340 -0.3424
10 H 1.6039 2.2625 1.4659
11 H 0.7592 -3.0421 0.3140
12 H 3.0115 -0.3932 0.9118
13 C 0.2371 -2.0709 -0.1290
14 N 0.7760 -0.8259 0.4072
15 C -1.1568 1.2936 -0.6083
16 H 0.3606 -2.1285 -1.1556

Atomic forces in eV per Å
H -0.7 0.8 0.7
O 1.2 0.8 -0.8
C -3.3 -1.1 -1.8
S -1.5 -0.1 2.8
H 1.3 -0.1 -1.1
H 0.2 -0.7 -0.6
C -0.8 1.6 2.2
H 0.7 0.5 -0.5
H -0.7 -0.7 0.4
H 0.8 0.2 1.1
H -0.8 1.8 -0.7
H -0.4 0.2 -1.3
C 0.2 -2.0 3.0
N 1.6 -1.1 -0.6
C 2.6 0.4 -0.6
H -0.2 -0.3 -2.3

---

> Which of these has the highest total energy?

C7H10

---

> Look up the total energy of the second one.

-3185.259285 Ha

---

> Among the records above, which one has the lowest total energy?

C22H27Cl3F24O3

---

> What is the total energy in the fourth record?

-586.156061 Ha